The following is a quantum chemistry calculation of one molecule with the formula C17H10F6N4O3S in a non-equilibrium geometry, from OMol25.

Structure (SMILES) = O=C(NC(Nc1nc2ccc([N+](=O)[O-])cc2s1)(C(F)(F)F)C(F)(F)F)c1ccccc1
F_max = 0.2331 hartree/bohr
Multiplicity = 1
DFT total energy = -57022.0589 eV

Each line ends with the Löwdin charge.
CARTESIAN COORDINATES (ANGSTROEM)
C: 1.510 -0.076 0.141  -0.513
F: -1.469 2.488 -1.656  0.248
O: 7.917 1.057 0.337  0.104
C: 6.161 -0.133 0.006  -0.129
H: 6.666 -2.295 -0.475  0.064
C: -6.278 0.030 -0.123  -0.022
H: -0.274 -0.903 -0.082  0.024
H: -3.762 -2.855 0.916  0.192
N: -1.897 0.724 0.202  0.105
C: 3.510 -0.923 -0.225  -0.338
F: 0.323 3.263 0.588  0.084
C: -2.385 -0.648 -0.001  -0.360
H: -7.839 -1.210 0.407  0.108
H: 5.651 1.685 0.253  0.101
C: -0.565 2.409 1.081  -0.618
C: -6.776 -1.245 0.287  -0.100
C: -0.655 1.057 -0.050  -0.229
F: 0.029 2.027 2.152  0.211
C: -0.594 1.632 -1.522  -0.619
H: -2.709 1.313 0.481  0.152
O: 8.437 -1.112 -0.101  -0.044
H: 4.096 -2.913 -0.377  0.087
C: -4.560 -2.004 0.393  -0.015
C: 5.846 -1.692 -0.269  0.141
H: -4.478 1.233 -0.778  0.067
S: 2.620 1.516 0.397  1.013
N: 2.093 -1.222 0.041  0.149
C: -4.837 0.487 -0.190  0.007
F: -1.219 0.626 -2.218  0.127
H: -6.405 -2.977 1.052  0.124
C: 4.415 -1.931 -0.401  0.018
H: -6.917 0.918 -0.128  0.092
F: -1.593 3.136 0.937  0.233
C: 3.994 0.199 0.034  -0.401
C: -5.863 -2.116 0.649  -0.183
C: 5.206 0.795 0.091  -0.034
C: -3.998 -0.642 0.057  -0.068
N: 0.235 -0.154 0.039  0.163
N: 7.555 -0.068 0.159  -0.279
O: -1.763 -1.587 -0.134  0.169
F: 0.571 2.109 -1.969  0.170

***

The following is a quantum chemistry calculation of C17H11Cl56InNO as an isolated structure in a non-equilibrium geometry, from OMol25.

F_max = 0.0264 hartree/bohr
Total charge = -1
Multiplicity = 1
DFT total energy = -727768.1787 eV

Each line ends with the Löwdin charge.
CARTESIAN COORDINATES (ANGSTROEM)
Cl: 5.389 -0.617 -7.100  0.498
Cl: 2.750 -1.701 -2.071  0.440
Cl: 9.785 -3.307 -4.949  0.518
Cl: 5.239 -6.459 -3.370  0.505
C: -1.380 -2.313 1.954  -2.013
Cl: -1.514 -10.749 0.309  0.488
Cl: 0.408 -12.910 0.134  0.515
C: 6.523 2.611 7.359  -2.039
C: -0.802 -11.969 -0.758  -2.028
Cl: -5.051 8.237 0.025  0.521
In: -2.630 1.889 -1.439  0.200
C: -2.821 10.352 4.266  -2.024
C: 1.436 -0.506 -1.926  -1.961
Cl: 1.366 0.080 -0.263  0.472
Cl: -5.309 -7.020 1.593  0.524
Cl: 5.036 3.243 6.635  0.489
Cl: -0.296 -1.352 2.979  0.512
Cl: 2.453 2.821 1.563  0.527
C: 4.746 0.414 -5.806  -2.024
Cl: -2.646 -7.871 2.342  0.505
C: -3.006 3.803 -0.307  -0.332
C: 8.383 -4.219 -4.364  -2.035
Cl: 8.572 -5.927 -4.801  0.505
N: -3.703 5.402 2.951  -0.013
Cl: -4.432 4.977 -3.502  0.492
Cl: -6.888 5.284 -5.002  0.487
Cl: 4.980 4.137 1.068  0.515
H: -3.977 4.264 -0.568  0.012
Cl: -3.037 -1.717 2.127  0.531
C: -3.715 8.597 -1.082  -2.023
C: 4.392 -5.581 -2.085  -2.018
Cl: -1.638 10.563 5.566  0.504
Cl: -3.794 -8.757 -0.160  0.483
C: -3.690 -7.408 0.985  -2.029
C: -2.277 -16.548 -4.146  -2.042
Cl: -2.177 9.255 3.033  0.478
H: -1.237 0.949 -0.789  -0.143
Cl: 6.685 0.892 6.964  0.523
Cl: -0.876 -2.168 0.266  0.472
C: -2.728 5.089 1.869  -0.234
C: 0.532 6.792 5.549  -2.029
H: -4.652 5.283 2.610  0.054
Cl: -3.167 11.926 3.527  0.519
Cl: 7.915 3.499 6.716  0.518
Cl: 6.912 -3.573 -5.110  0.501
O: -1.770 2.880 1.581  -0.122
Cl: -1.213 -15.577 -3.117  0.491
Cl: -2.879 7.099 -1.497  0.553
Cl: 4.628 -6.422 -0.543  0.523
C: -5.738 4.113 -4.322  -2.031
Cl: 2.664 -5.505 -2.459  0.531
H: -1.689 3.023 2.521  0.058
Cl: 2.080 6.876 6.411  0.508
H: -2.193 4.509 -0.584  0.009
Cl: 8.276 -4.064 -2.602  0.502
Cl: 3.587 1.566 -6.491  0.526
Cl: 0.332 5.171 4.873  0.533
Cl: -0.028 -11.169 -2.136  0.527
C: -2.943 3.671 1.236  -0.442
Cl: 4.486 2.858 3.618  0.469
Cl: -2.585 9.726 -0.304  0.491
Cl: 3.935 -0.586 -4.594  0.465
Cl: -1.307 -4.016 2.451  0.476
Cl: -2.072 -13.056 -1.346  0.490
Cl: -3.008 -5.994 0.174  0.522
H: -3.621 6.402 3.102  0.021
Cl: 0.519 8.000 4.249  0.488
H: -1.723 5.149 2.311  0.095
Cl: 1.752 0.872 -2.992  0.507
C: 4.192 2.766 1.870  -2.032
Cl: 6.455 2.811 9.118  0.514
H: -2.856 5.838 1.066  0.059
H: -3.805 3.128 1.666  0.133
Cl: -6.572 3.071 -3.161  0.515
Cl: -3.942 -15.961 -3.989  0.516
Cl: 4.858 1.251 1.238  0.515
Cl: -4.354 9.347 -2.556  0.516
Cl: -0.790 7.126 6.681  0.511
Cl: -2.200 -18.246 -3.644  0.514
Cl: 5.041 -3.937 -1.963  0.471
H: -4.073 0.797 -1.497  -0.147
Cl: -4.315 9.671 4.932  0.523
Cl: 6.079 1.301 -5.044  0.516
Cl: -1.758 -16.406 -5.834  0.517
Cl: -0.102 -1.270 -2.427  0.480
Cl: -5.065 3.122 -5.627  0.509
H: -2.340 2.379 -3.166  -0.140

***

no.,E_HOMO (eV)
1,-8.8
2,-5.0